10
Properties=species:S:1:pos:R:3 method="wB97M-V/def2-TZVPD" e_homo_ha="-0.365 / -0.403" fmax_ev_per_a=5.72 e_tot_ev=-12887.2214 total_charge=+1 orbital_gap_ev="5.640 / 6.655" spin_multiplicity=2 mol_weight_g_mol=112.0
H 1.591 2.212 1.507
C 0.330 1.233 0.816
C 0.638 0.842 -0.445
C 0.477 -0.500 -0.851
C 0.166 -1.629 -1.245
O -0.182 -2.710 -1.727
O -0.514 1.087 1.668
Na -2.388 1.960 3.204
Li -1.322 -4.059 -1.884
H 1.204 1.564 -1.042


145
Properties=species:S:1:pos:R:3 method="wB97M-V/def2-TZVPD" relative_energy_kcal_mol=0.0 e_homo_ha=-0.297 fmax_ev_per_a=0.87 e_tot_ev=-187198.8196 total_charge=0 orbital_gap_ev=6.597 mol_weight_g_mol=1264.4
Ga -0.157 0.410 -2.361
C -0.879 0.693 -0.504
Si -0.841 2.551 -0.320
C -1.642 2.931 -2.023
N -0.858 2.398 -3.162
C 0.232 3.368 -3.494
C 0.607 3.364 -4.970
C -0.572 3.847 -5.830
C -1.905 3.427 -5.188
C -1.713 2.165 -4.361
C -2.151 3.179 0.891
C -3.391 2.539 0.955
C -4.421 3.039 1.738
C -4.235 4.201 2.472
C -3.007 4.846 2.433
C -1.977 4.333 1.656
C 0.767 3.494 -0.079
C 2.070 3.076 0.634
C 3.507 4.197 -1.108
C 2.989 5.525 -0.914
C 1.693 5.783 -0.615
C 0.672 4.778 -0.501
H -1.926 0.384 -0.488
H -0.329 0.109 0.226
H -1.881 3.989 -2.182
H -2.596 2.395 -1.980
H 1.101 3.154 -2.875
H -0.101 4.380 -3.234
H 0.903 2.363 -5.278
H 1.475 4.010 -5.103
H -0.486 3.414 -6.828
H -0.538 4.932 -5.942
H -2.661 3.240 -5.952
H -2.289 4.227 -4.550
H -1.241 1.395 -4.975
H -2.664 1.762 -4.022
H -3.563 1.631 0.386
H -5.371 2.519 1.772
H -5.043 4.603 3.070
H -2.854 5.751 3.008
H -1.016 4.837 1.648
H 3.060 1.897 2.018
H 4.299 4.093 -1.842
H 3.647 6.355 -1.146
H 1.355 6.813 -0.615
H -0.298 5.107 -0.876
C 2.791 -4.095 5.813
C 1.974 -2.801 5.635
C 1.811 -2.082 6.988
C 2.701 -1.879 4.672
C 3.974 -1.435 5.004
C 4.677 -0.587 4.175
C 4.106 -0.178 2.986
C 2.840 -0.596 2.595
P 2.138 -0.050 0.929
C 2.120 1.762 1.471
C 3.043 3.087 -0.509
C 2.356 4.119 1.723
C 1.659 4.083 2.860
C 0.775 2.960 3.136
C 1.016 1.810 2.506
C 3.652 -0.488 -0.037
C 3.568 -1.782 -0.556
C 4.623 -2.347 -1.256
C 5.787 -1.617 -1.454
C 5.879 -0.326 -0.954
C 4.820 0.238 -0.255
C 2.144 -1.458 3.462
O 0.877 -1.820 3.078
C 0.141 -2.660 3.877
C -1.132 -2.997 3.403
C -1.951 -3.813 4.172
C -1.515 -4.292 5.393
C -0.248 -3.965 5.837
C 0.600 -3.147 5.099
P -1.686 -2.366 1.770
C -3.141 -1.350 2.249
C -4.043 -0.952 1.259
C -5.130 -0.151 1.573
C -5.318 0.290 2.875
C -4.391 -0.041 3.850
C -3.303 -0.847 3.539
C -2.438 -3.954 1.210
C -1.526 -4.995 1.010
C -1.937 -6.222 0.521
C -3.275 -6.428 0.207
C -4.191 -5.411 0.416
C -3.779 -4.181 0.915
H 3.789 -3.878 6.191
H 2.894 -4.608 4.856
H 2.303 -4.772 6.515
H 2.781 -1.844 7.423
H 1.264 -2.705 7.697
H 1.257 -1.153 6.850
H 4.422 -1.748 5.938
H 5.669 -0.251 4.448
H 4.678 0.471 2.341
H 3.370 2.121 -0.868
H 3.073 4.901 1.528
H 1.790 4.842 3.622
H 0.005 3.051 3.893
H 0.477 0.902 2.760
H 2.655 -2.349 -0.408
H 4.526 -3.350 -1.652
H 6.619 -2.050 -1.996
H 6.786 0.245 -1.105
H 4.919 1.256 0.102
H -2.939 -4.063 3.805
H -2.161 -4.917 5.996
H 0.085 -4.350 6.792
H -3.886 -1.256 0.231
H -5.824 0.135 0.792
H -6.175 0.902 3.125
H -4.512 0.326 4.861
H -2.582 -1.091 4.307
H -0.481 -4.834 1.256
H -1.215 -7.015 0.375
H -3.599 -7.382 -0.189
H -5.239 -5.573 0.194
H -4.515 -3.411 1.100
Cl 4.068 2.257 -4.109
C 3.376 0.618 -4.166
C 1.997 0.627 -3.544
O 1.012 0.227 -4.214
O 1.842 1.019 -2.358
H 4.032 -0.031 -3.588
H 3.324 0.297 -5.200
O -2.196 -4.629 -8.026
N -1.220 -4.422 -7.332
O -0.144 -4.974 -7.467
C -1.346 -3.442 -6.266
C -2.522 -2.723 -6.119
C -2.639 -1.783 -5.126
C -1.559 -1.483 -4.214
O -1.621 -0.539 -3.385
C -0.416 -2.352 -4.359
C -0.307 -3.275 -5.379
N 0.659 -2.297 -3.424
O 0.517 -1.645 -2.373
O 1.672 -2.920 -3.636
N -3.936 -1.116 -5.019
O -4.845 -1.574 -5.691
O -4.058 -0.157 -4.286
H -3.349 -2.898 -6.792
H 0.582 -3.879 -5.475


19
Properties=species:S:1:pos:R:3 method="wB97M-V/def2-TZVPD" relative_energy_kcal_mol=14.4 e_homo_ha=-0.535 fmax_ev_per_a=2.93 e_tot_ev=-10828.5298 total_charge=+1 orbital_gap_ev=11.724 mol_weight_g_mol=110.1
C -0.183 -1.621 0.780
N -0.621 -0.800 -0.339
C 0.294 -0.385 -1.240
N -0.106 0.599 -2.063
N 1.351 -1.075 -1.661
H -0.657 -1.237 1.690
H 0.854 -1.521 1.117
H -0.473 -2.639 0.552
H -1.216 -0.017 -0.074
H -1.023 0.986 -1.882
H 0.230 0.690 -3.001
H 2.039 -0.635 -2.240
H 1.817 -1.731 -1.060
H -2.486 0.799 2.144
H -2.244 2.013 1.249
O -2.018 1.078 1.332
H 2.096 2.227 1.573
H 0.924 1.588 1.981
O 1.419 1.679 1.144


15
Properties=species:S:1:pos:R:3 method="wB97M-V/def2-TZVPD" relative_energy_kcal_mol=26.1 e_homo_ha=-0.376 fmax_ev_per_a=0.74 e_tot_ev=-10419.8716 total_charge=0 orbital_gap_ev=11.036 mol_weight_g_mol=104.1
C -1.785 0.872 -0.636
C -0.344 0.789 -0.069
O -0.337 0.860 1.333
C 0.167 -0.557 -0.566
O 1.564 -0.924 -0.385
C 2.140 -1.170 0.786
O 1.734 -0.897 1.893
H -2.490 0.237 -0.085
H -1.806 0.540 -1.683
H -2.172 1.893 -0.622
H 0.235 1.631 -0.496
H 0.401 0.315 1.672
H 0.066 -0.591 -1.651
H -0.477 -1.322 -0.113
H 3.102 -1.677 0.621


9
Properties=species:S:1:pos:R:3 method="wB97M-V/def2-TZVPD" relative_energy_kcal_mol=16.9 e_homo_ha=-0.347 fmax_ev_per_a=4.67 e_tot_ev=-50524.4485 total_charge=0 orbital_gap_ev=9.109 mol_weight_g_mol=165.5
Cl -0.740 -1.109 1.874
C -0.919 0.092 0.616
C 0.134 -0.217 -0.584
Cl -0.155 -1.827 -1.237
S 1.846 -0.203 -0.084
Cl 2.351 1.812 -0.239
H -1.833 0.104 -0.068
H -0.616 0.978 1.086
H -0.067 0.370 -1.363


14
Properties=species:S:1:pos:R:3 method="wB97M-V/def2-TZVPD" relative_energy_kcal_mol=31.3 e_homo_ha=-0.334 fmax_ev_per_a=1.85 e_tot_ev=-17055.3719 total_charge=0 orbital_gap_ev=9.816 mol_weight_g_mol=104.2
H -1.905 -2.326 -0.315
N -1.487 -1.485 0.056
C -0.251 -1.466 -0.259
N 0.575 -0.560 0.330
S 2.206 -0.481 -0.171
C -0.043 0.724 0.693
C -0.401 1.587 -0.502
H 0.282 -2.164 -0.881
H 2.821 -0.982 0.935
H 0.662 1.270 1.313
H -0.941 0.449 1.241
H -1.124 1.067 -1.171
H 0.484 1.872 -1.108
H -0.877 2.495 -0.160


7
Properties=species:S:1:pos:R:3 method="wB97M-V/def2-TZVPD" relative_energy_kcal_mol=24.1 e_homo_ha=-0.397 fmax_ev_per_a=3.16 e_tot_ev=-146718.5435 total_charge=0 orbital_gap_ev=8.685 mol_weight_g_mol=218.8
O 0.426 0.863 -1.833
N 0.003 -0.237 -1.648
O -0.165 -1.037 -2.510
C -0.221 -0.645 -0.170
Br 0.401 -2.342 0.226
Br -2.600 -0.421 -0.357
H -0.002 0.156 0.665


16
Properties=species:S:1:pos:R:3 method="wB97M-V/def2-TZVPD" relative_energy_kcal_mol=84.8 e_homo_ha=-0.329 fmax_ev_per_a=4.05 e_tot_ev=-7286.9402 total_charge=0 orbital_gap_ev=9.387 mol_weight_g_mol=86.1
C -2.508 -0.783 -1.322
N -1.263 -0.668 -1.119
C -0.946 -0.242 0.272
C 0.476 -0.354 0.641
C 1.113 0.943 0.202
N 2.759 0.767 0.186
H -2.987 -0.169 -2.134
H -3.189 -1.157 -0.582
H -1.564 -0.862 0.834
H -1.338 0.740 0.591
H 0.670 -0.573 1.783
H 1.139 -1.127 0.233
H 0.707 1.221 -0.813
H 0.990 1.731 1.038
H 3.050 0.079 0.927
H 2.890 0.454 -0.737


38
Properties=species:S:1:pos:R:3 method="wB97M-V/def2-TZVPD" e_homo_ha=-0.492 fmax_ev_per_a=1.51 e_tot_ev=-128599.4567 total_charge=+1 orbital_gap_ev=6.045 mol_weight_g_mol=680.2
Pt -0.308 -2.169 0.183
C -2.220 0.775 3.447
C -2.459 0.410 1.986
O -3.756 0.806 1.612
P -1.183 1.157 0.862
O -2.100 1.647 -0.326
O -0.632 2.458 1.546
O -0.080 0.261 0.405
P -2.289 -1.418 1.831
O -3.501 -1.900 2.687
O -2.371 -1.861 0.351
O -0.914 -1.881 2.281
H -2.269 1.855 3.569
H -1.252 0.412 3.793
H -3.008 0.328 4.052
H -3.881 0.756 0.654
H -1.696 1.599 -1.199
H 0.258 2.365 1.915
H -3.764 -2.825 2.603
O 3.930 -1.633 0.028
As 2.455 -0.799 0.417
O 2.698 0.297 1.583
O 1.396 -2.122 0.967
C 2.158 0.019 -1.318
C 2.913 1.179 -1.419
C 2.823 1.965 -2.562
C 1.982 1.608 -3.604
C 1.240 0.441 -3.529
C 1.337 -0.350 -2.388
S 0.357 -1.806 -2.403
O 0.963 -2.777 -1.423
O 0.165 -2.240 -3.729
O -0.921 -1.453 -1.648
H 4.449 -1.797 0.829
H 3.555 1.463 -0.596
H 3.412 2.870 -2.628
H 1.905 2.232 -4.484
H 0.606 0.128 -4.347


10
Properties=species:S:1:pos:R:3 method="wB97M-V/def2-TZVPD" relative_energy_kcal_mol=20.1 e_homo_ha=-0.334 fmax_ev_per_a=5.15 e_tot_ev=-84068.4063 total_charge=0 orbital_gap_ev=9.835 mol_weight_g_mol=153.0
C 1.305 0.141 -0.265
C -0.189 -0.082 -0.052
S -0.654 -1.362 -1.340
C -0.809 0.440 0.936
Br -2.661 0.246 1.218
H 1.758 0.317 0.819
H 1.609 0.948 -0.874
H 1.716 -0.879 -0.557
H -1.835 -0.746 -1.655
H -0.240 0.976 1.769


16
Properties=species:S:1:pos:R:3 method="wB97M-V/def2-TZVPD" relative_energy_kcal_mol=90.7 e_homo_ha=-0.276 fmax_ev_per_a=2.08 e_tot_ev=-9876.1272 total_charge=0 orbital_gap_ev=8.249 mol_weight_g_mol=103.1
C -2.061 -1.068 0.386
C 2.227 0.874 0.212
C 0.447 -0.666 -0.455
C 0.803 0.576 -0.160
N -0.079 1.691 -0.245
O -1.243 -0.934 -0.792
O 0.807 -1.822 -0.803
H -0.681 -1.859 -1.038
H -0.956 1.468 -0.695
H -0.243 2.142 0.648
H -1.544 -1.670 1.136
H -3.000 -1.542 0.100
H -2.247 -0.071 0.778
H 2.828 -0.034 0.217
H 2.281 1.329 1.206
H 2.659 1.585 -0.496


72
Properties=species:S:1:pos:R:3 method="wB97M-V/def2-TZVPD" relative_energy_kcal_mol=42.5 e_homo_ha="-0.480 / -0.480" fmax_ev_per_a=10.37 e_tot_ev=-34495.4331 total_charge=+1 orbital_gap_ev="9.105 / 1.983" spin_multiplicity=2 mol_weight_g_mol=414.6
C -0.573 -15.652 9.864
C -2.155 -15.360 10.106
C -2.543 -14.156 9.266
C -3.081 -14.440 7.910
N -3.427 -14.612 6.822
H 0.013 -14.894 10.385
H -0.222 -15.582 8.834
H -0.328 -16.612 10.318
H -2.414 -15.251 11.159
H -2.650 -16.281 9.796
H -1.676 -13.497 9.308
H -3.306 -13.574 9.783
C -6.947 -13.425 6.690
C -7.163 -11.928 6.176
C -6.486 -10.863 7.063
C -7.074 -9.542 6.857
N -7.459 -8.432 6.711
H -7.533 -14.173 6.157
H -7.241 -13.493 7.737
H -5.886 -13.656 6.599
H -8.207 -11.625 6.100
H -6.683 -11.794 5.207
H -5.442 -10.756 6.771
H -6.470 -11.037 8.139
C -2.610 -16.217 2.400
C -3.431 -15.890 3.683
C -3.708 -17.193 4.448
C -4.794 -18.060 3.854
N -5.559 -18.638 3.339
H -2.029 -15.379 2.016
H -3.267 -16.646 1.644
H -1.721 -16.817 2.595
H -4.281 -15.231 3.505
H -2.782 -15.263 4.294
H -3.856 -17.048 5.518
H -2.885 -17.905 4.382
C 0.002 -10.501 14.112
C -0.485 -11.429 13.049
C 0.153 -12.809 12.898
C 1.560 -12.855 12.483
N 2.635 -12.892 12.158
H -0.542 -9.559 14.177
H 1.017 -10.166 13.897
H 0.088 -11.006 15.074
H -0.404 -10.772 12.182
H -1.538 -11.559 13.298
H -0.319 -13.435 12.140
H 0.014 -13.411 13.796
C -1.403 -11.348 4.543
C -2.485 -11.174 5.575
C -2.093 -10.711 6.982
C -3.026 -10.805 8.088
N -3.783 -10.748 8.930
H -1.867 -11.717 3.629
H -0.565 -11.986 4.823
H -0.898 -10.403 4.342
H -2.954 -12.153 5.678
H -3.297 -10.534 5.231
H -1.622 -9.731 6.905
H -1.241 -11.347 7.221
C 2.703 -18.376 10.943
C 2.826 -17.397 12.042
C 1.788 -17.610 13.240
C 0.709 -16.626 13.361
N -0.150 -15.881 13.520
H 3.038 -19.345 11.312
H 3.368 -18.196 10.098
H 1.667 -18.566 10.664
H 2.789 -16.355 11.723
H 3.808 -17.705 12.400
H 2.430 -17.509 14.116
H 1.303 -18.583 13.318


118
Properties=species:S:1:pos:R:3 method="wB97M-V/def2-TZVPD" e_homo_ha=-0.158 fmax_ev_per_a=0.79 e_tot_ev=-72301.8721 total_charge=-1 orbital_gap_ev=6.453 mol_weight_g_mol=761.7
C -1.085 0.380 -0.862
O -1.144 -0.774 -0.074
C 0.023 -0.917 0.765
B 1.441 -1.096 0.021
O 2.466 -1.507 1.075
C 3.615 -0.799 0.761
C 3.144 0.524 0.176
N 4.132 1.241 -0.577
O 2.685 1.520 1.179
N 2.657 1.127 2.469
O 2.137 1.968 3.128
O 2.063 0.159 -0.561
H -2.111 0.691 -1.091
H -0.546 0.203 -1.804
H -0.576 1.202 -0.342
H 0.027 -0.086 1.496
H -0.149 -1.827 1.341
H 1.342 -1.989 -0.854
H 4.158 -1.273 -0.079
H 4.305 -0.709 1.604
H 4.315 0.651 -1.384
H 3.683 2.096 -0.900
C -3.005 -2.625 2.721
O -1.896 -2.990 2.386
N -4.142 -2.963 2.086
C -5.422 -2.468 2.533
C -4.038 -3.811 0.911
H -3.174 -1.945 3.574
H -6.093 -3.285 2.814
H -5.905 -1.864 1.763
H -5.258 -1.833 3.400
H -3.589 -4.771 1.174
H -3.408 -3.331 0.166
H -5.031 -3.964 0.496
C 3.049 0.443 -3.775
O 4.193 0.319 -3.384
N 2.611 0.006 -4.975
C 1.231 0.146 -5.374
C 3.560 -0.636 -5.862
H 2.265 0.899 -3.151
H 0.772 -0.829 -5.555
H 1.138 0.748 -6.283
H 0.682 0.639 -4.573
H 3.994 -1.518 -5.390
H 4.377 0.041 -6.113
H 3.042 -0.931 -6.773
C -3.920 -2.864 -2.593
O -4.721 -2.331 -1.842
N -4.276 -3.743 -3.554
C -3.286 -4.325 -4.434
C -5.673 -4.094 -3.697
H -2.841 -2.667 -2.566
H -3.491 -4.074 -5.479
H -3.263 -5.414 -4.340
H -2.309 -3.926 -4.173
H -6.279 -3.212 -3.910
H -6.060 -4.541 -2.780
H -5.773 -4.806 -4.514
C 2.342 4.915 -1.090
O 2.858 3.861 -1.408
N 2.287 5.403 0.163
C 1.696 6.686 0.455
C 2.847 4.612 1.252
H 1.876 5.591 -1.830
H 2.427 7.363 0.906
H 0.854 6.585 1.145
H 1.333 7.136 -0.468
H 3.907 4.427 1.069
H 2.353 3.648 1.330
H 2.735 5.158 2.186
C -0.402 -4.608 5.442
O -0.658 -4.803 6.623
N 0.836 -4.633 4.926
C 1.084 -4.398 3.513
C 1.949 -4.899 5.814
H -1.174 -4.387 4.690
H 1.563 -5.268 3.056
H 1.723 -3.527 3.361
H 0.135 -4.208 3.014
H 1.844 -5.874 6.293
H 2.006 -4.149 6.604
H 2.868 -4.878 5.232
C -4.713 1.365 3.655
O -5.583 0.839 2.989
N -4.833 1.657 4.967
C -3.759 2.268 5.717
C -6.081 1.332 5.631
H -3.731 1.639 3.236
H -3.436 1.626 6.540
H -4.065 3.231 6.132
H -2.909 2.429 5.057
H -6.287 0.263 5.572
H -6.917 1.855 5.165
H -6.008 1.627 6.676
C 7.052 4.729 0.392
O 7.665 5.748 0.667
N 7.483 3.480 0.628
C 6.682 2.313 0.279
C 8.778 3.303 1.254
H 6.057 4.731 -0.085
H 6.446 1.719 1.162
H 7.209 1.677 -0.433
H 5.743 2.627 -0.171
H 8.808 3.785 2.232
H 9.569 3.744 0.645
H 8.964 2.238 1.372
C -2.715 -0.153 -3.732
O -1.891 -1.015 -3.979
N -2.990 0.873 -4.566
C -3.970 1.880 -4.232
C -2.267 0.955 -5.819
H -3.305 -0.139 -2.803
H -4.778 1.908 -4.968
H -3.517 2.874 -4.182
H -4.397 1.648 -3.258
H -2.439 0.066 -6.428
H -1.193 1.029 -5.643
H -2.605 1.835 -6.362